--- A ---
Here is an isolated molecule of C3H2Cl2O2 from OMol25. Energies are from ωB97M-V/def2-TZVPD.

Values from the calculation:
Frontier orbital gap (eV): 10.5
Structure (SMILES): O=COC=C(Cl)Cl
Net charge: 0
E_LUMO (eV): 0.6
2S+1: 1

Geometry (Å):
Cl -1.2545 2.1274 -0.8794
Cl -1.6420 1.7012 2.0483
O -0.0437 -0.6894 -0.7687
O 2.0743 -0.4985 0.0135
C -0.5425 -0.1741 0.4082
C -1.0227 1.0591 0.5302
C 1.2959 -0.9894 -0.7648
H 1.4181 -1.6303 -1.6583
H -0.2829 -0.9061 1.0710

Atom charges from the Mulliken analysis, given in e for atoms 1 to 4: -0.144, -0.155, -0.297, -0.454


--- B ---
Here is a cluster of 2 separate species, C3H2Cl2O2 in total from OMol25. Energies are from ωB97M-V/def2-TZVPD.

Values from the calculation:
Frontier orbital gap (alpha / beta) (eV): 8.7 / 8.7
Net charge: 0
E_LUMO (alpha / beta) (eV): -0.4 / -0.4
2S+1: 1

Geometry (Å):
Cl 0.2103 2.4863 -1.2825
Cl -1.6752 0.9248 0.3282
O 1.2606 -0.1847 1.4689
O 0.9685 -0.5861 -2.0849
C 0.0205 -0.3616 -1.3726
C 1.4114 0.5089 0.5475
C -0.2966 0.8756 -0.7408
H -0.8721 -1.1268 -1.1096
H 2.0870 1.0395 0.0224

Atom charges from the Mulliken analysis, given in e for atoms 1 to 4: -0.146, -0.149, -0.289, -0.502


Last place for stability: B


--- A ---
Here is the ion CH2N3O2 with charge +1 from OMol25. Energies are from ωB97M-V/def2-TZVPD.

Values from the calculation:
Frontier orbital gap (eV): 7.3
Structure (SMILES): O=[N+]1OC12NN2
Net charge: +1
E_LUMO (eV): -8.1
2S+1: 1

Geometry (Å):
O 1.8696 0.3946 1.6993
O 0.3565 -1.1879 0.9261
N -0.1011 0.1710 -1.2832
N -0.9469 0.7619 -0.2410
N 0.9896 -0.0433 1.0790
C 0.0421 -0.0761 0.1229
H -0.2731 -0.5486 -1.9406
H -1.9368 0.5283 -0.3625

Atom charges from the Mulliken analysis, given in e for atoms 1 to 4: -0.268, -0.168, -0.314, -0.265


--- B ---
Here is a cluster of 2 separate species, CH2N3O2 in total from OMol25. Energies are from ωB97M-V/def2-TZVPD.

Values from the calculation:
Frontier orbital gap (alpha / beta) (eV): 6.5 / 7.3
Net charge: +1
E_LUMO (alpha / beta) (eV): -7.7 / -6.6
2S+1: 1

Geometry (Å):
O 2.0903 -1.1978 0.2067
O 5.0020 0.7787 0.0012
N -0.3335 0.4181 0.0441
N 4.0164 0.1486 -0.1356
N 0.1389 -0.6184 -0.1666
C 3.1031 -0.5818 0.1032
H -0.0850 -1.5625 -0.4648
H -1.3693 0.6864 -0.0040

Atom charges from the Mulliken analysis, given in e for atoms 1 to 4: -0.463, -0.374, -0.147, 0.421


Last place for stability: A